P.
{
  "formula": "H80O40",
  "method": "wB97M-V/def2-TZVPD",
  "orbital_gap_ev": [9.70, 2.87],
  "total_charge": 1,
  "multiplicity": 2,
  "e_homo_ev": [-12.59, -12.59],
  "symbols": ["H", "H", "O", "H", "H", "O", "H", "H", "O", "H", "H", "O", "H", "H", "O", "H", "O", "H", "O", "H", "H", "O", "H", "H", "O", "H", "H", "O", "H", "H", "O", "H", "O", "H", "H", "O", "H", "H", "O", "H", "H", "O", "H", "H", "O", "H", "H", "O", "H", "H", "O", "H", "O", "H", "H", "O", "H", "O", "H", "H", "O", "H", "H", "O", "H", "H", "O", "H", "H", "O", "H", "H", "O", "H", "H", "O", "H", "H", "O", "H", "H", "O", "H", "H", "O", "H", "H", "O", "H", "O", "H", "H", "O", "H", "H", "H", "H", "H", "H", "O", "H", "H", "O", "H", "H", "O", "H", "H", "O", "H", "H", "O", "H", "H", "O", "H", "H", "O", "H", "H"],
  "positions_angstrom": [[3.331, 1.318, 3.488], [2.973, 2.652, 3.104], [3.672, 2.049, 3.007], [-0.162, -0.303, -3.552], [0.245, -1.200, -4.890], [-0.076, -1.297, -4.017], [-2.522, -1.047, -4.718], [-3.671, -0.110, -5.383], [-3.369, -0.639, -4.537], [5.360, -4.345, -0.493], [5.593, -2.969, 0.377], [5.067, -3.436, -0.083], [1.334, 2.110, -1.130], [1.879, 1.587, 0.055], [1.894, 2.356, -0.467], [1.638, 6.412, 1.217], [1.102, 5.630, 1.199], [-5.001, -3.586, -0.690], [-4.137, -3.396, -1.186], [2.878, 4.063, 1.909], [1.711, 3.711, 2.602], [2.482, 4.336, 2.772], [0.265, -1.717, 5.859], [-0.114, -1.043, 4.512], [0.614, -1.153, 5.119], [-3.103, -0.590, -1.567], [-1.946, -0.353, -0.663], [-2.124, -0.878, -1.427], [-1.086, 2.978, 2.414], [-0.772, 2.041, 1.231], [-0.325, 2.669, 1.908], [-4.499, 3.724, -1.435], [-3.791, 3.799, -0.799], [-3.301, 3.379, 2.938], [-3.233, 2.775, 1.428], [-2.846, 2.872, 2.204], [2.354, 5.067, -1.543], [2.321, 3.849, -2.489], [2.086, 4.810, -2.472], [2.979, -0.527, 0.766], [4.176, 0.566, 0.788], [3.316, 0.317, 0.195], [-4.800, -0.200, 5.103], [-3.324, -0.502, 5.599], [-4.148, -0.759, 5.090], [1.148, -4.333, 0.374], [0.235, -3.755, 1.257], [0.981, -4.387, 1.322], [-2.140, -3.792, 1.909], [-1.442, -2.783, 2.835], [-1.477, -3.058, 1.889], [-3.941, -0.300, 2.619], [-3.845, 0.608, 2.443], [2.324, -2.462, 2.007], [1.943, -0.995, 2.446], [2.631, -1.557, 2.131], [0.292, -2.572, -0.613], [1.171, -3.030, -0.859], [-0.051, 4.139, -0.265], [-0.507, 4.330, -1.714], [-0.937, 4.119, -0.902], [-1.685, 2.283, -0.414], [-2.818, 1.420, 0.134], [-1.836, 1.452, 0.116], [-2.025, -5.229, 0.145], [-1.017, -6.059, 0.994], [-1.859, -5.928, 0.570], [1.002, -3.587, -4.868], [-0.026, -3.165, -6.084], [0.764, -3.023, -5.634], [-1.229, 1.189, -1.821], [-1.214, 0.546, -3.243], [-0.772, 1.316, -2.745], [3.342, -1.823, -2.081], [2.568, -0.793, -2.605], [2.436, -1.773, -2.533], [1.492, 1.818, 5.479], [0.696, 0.906, 6.451], [0.673, 1.464, 5.626], [-3.293, -2.443, 1.154], [-4.850, -2.065, 1.003], [-3.864, -1.757, 0.706], [-1.861, 5.369, 0.493], [-1.565, 6.147, 1.726], [-2.332, 5.954, 1.199], [-4.658, -3.765, 3.638], [-4.098, -4.693, 2.561], [-4.110, -3.774, 2.990], [4.386, 0.131, -2.646], [4.827, -0.520, -2.324], [2.287, -3.520, -2.936], [2.068, -4.339, -1.902], [2.322, -4.420, -2.754], [-3.258, 0.854, 3.154], [1.057, 5.185, 1.980], [2.009, -2.538, -0.867], [-3.749, -2.577, -0.721], [-3.120, 4.471, -1.143], [4.916, -1.308, -3.039], [0.249, -0.804, 0.556], [0.035, -0.615, -0.323], [0.799, -0.091, 0.953], [5.685, 1.093, 0.337], [5.840, 0.213, -0.124], [5.187, 1.706, 0.107], [3.043, -0.695, 4.474], [2.927, -1.237, 3.692], [2.173, -0.269, 4.664], [-3.275, 1.925, -2.635], [-3.062, 2.886, -2.359], [-3.741, 1.742, -3.525], [2.105, 2.718, -3.950], [2.066, 3.713, -4.233], [1.065, 2.723, -3.713], [2.037, 0.148, -4.863], [2.226, 1.069, -5.248], [1.411, 0.573, -4.217], [-1.963, -4.650, -2.618], [-2.669, -4.195, -2.409], [-1.047, -4.548, -2.548]],
  "mulliken_charge": [0.286, 0.316, -0.581, 0.018, 0.427, -0.346, 0.298, 0.312, -0.594, 0.318, 0.235, -0.536, 0.138, 0.027, -0.285, 0.255, -0.539, 0.264, -0.673, 0.410, 0.303, -0.844, 0.271, 0.280, -0.537, 0.297, -0.097, -0.421, 0.219, -0.143, -0.161, 0.296, -0.564, 0.204, 0.092, -0.403, 0.320, 0.441, -0.684, 0.176, 0.441, -0.154, 0.269, 0.306, -0.577, 0.604, 0.271, -0.621, 0.136, 0.330, -0.648, 0.237, -0.461, 0.265, 0.234, -0.807, 0.067, -0.010, 0.162, 0.229, -0.551, 0.053, 0.263, 0.386, 0.290, 0.317, -0.573, 0.296, 0.282, -0.612, 0.214, 0.322, -0.525, 0.426, 0.016, -0.403, 0.283, 0.293, -0.562, 0.406, 0.354, -0.764, 0.308, 0.329, -0.639, 0.215, 0.310, -0.527, 0.244, -0.535, 0.400, 0.393, -0.669, 0.247, 0.336, 0.387, 0.472, 0.290, 0.350, 0.196, -0.039, -0.183, -0.628, 0.317, 0.268, -0.708, 0.562, 0.254, -0.517, 0.295, 0.219, -0.880, 0.380, 0.307, -0.589, 0.370, 0.188, -0.559, 0.282, 0.272]
}

Q.
{
  "formula": "H80O40",
  "method": "wB97M-V/def2-TZVPD",
  "orbital_gap_ev": [8.70, 1.88],
  "total_charge": 1,
  "multiplicity": 2,
  "e_homo_ev": [-11.91, -11.91],
  "symbols": ["H", "H", "O", "H", "H", "O", "H", "H", "O", "H", "H", "O", "H", "H", "O", "H", "O", "H", "O", "H", "H", "O", "H", "H", "O", "H", "H", "O", "H", "H", "O", "H", "O", "H", "H", "O", "H", "H", "O", "H", "H", "O", "H", "H", "O", "H", "H", "O", "H", "H", "O", "H", "O", "H", "H", "O", "H", "O", "H", "H", "O", "H", "H", "O", "H", "H", "O", "H", "H", "O", "H", "H", "O", "H", "H", "O", "H", "H", "O", "H", "H", "O", "H", "H", "O", "H", "H", "O", "H", "O", "H", "H", "O", "H", "H", "H", "H", "H", "H", "O", "H", "H", "O", "H", "H", "O", "H", "H", "O", "H", "H", "O", "H", "H", "O", "H", "H", "O", "H", "H"],
  "positions_angstrom": [[0.254, -1.269, 6.709], [1.248, -1.622, 5.360], [1.056, -1.687, 6.370], [-5.321, -1.084, -2.066], [-4.014, -2.025, -2.127], [-4.781, -1.652, -2.654], [0.356, 0.612, -5.058], [0.441, -0.673, -6.141], [0.773, -0.159, -5.419], [2.035, 1.002, 3.026], [3.305, -0.049, 3.054], [2.952, 0.769, 2.779], [-0.121, 2.307, -0.818], [-0.894, 3.055, -1.850], [0.022, 2.776, -1.681], [3.784, -3.207, -2.531], [2.875, -3.383, -2.263], [-2.681, 1.716, -0.900], [-2.099, 0.958, -0.605], [6.242, 2.111, -2.079], [5.468, 2.976, -0.820], [6.200, 2.534, -1.241], [0.391, 5.061, -0.804], [-0.472, 6.201, -0.546], [-0.516, 5.411, -1.045], [6.415, -1.595, -0.056], [5.980, -3.009, 0.379], [6.579, -2.496, -0.162], [-3.696, -5.425, 1.255], [-4.610, -4.218, 0.858], [-3.738, -4.541, 0.895], [2.680, 3.207, -1.026], [3.259, 3.673, -1.661], [4.576, 2.673, 1.537], [3.672, 3.109, 0.578], [4.618, 3.223, 0.728], [-2.768, 1.999, -3.269], [-1.229, 1.896, -3.164], [-1.987, 1.575, -3.658], [-3.517, 1.092, 1.476], [-4.351, 1.747, 2.687], [-4.186, 1.734, 1.682], [3.131, 0.567, -4.438], [4.041, 1.767, -3.763], [3.494, 1.035, -3.545], [0.271, -1.968, 1.039], [1.045, -1.945, -0.354], [0.661, -2.560, 0.271], [-4.505, 2.338, -1.374], [-4.065, 3.752, -1.345], [-3.681, 2.918, -1.466], [1.594, 1.540, -0.561], [2.126, 2.011, 0.196], [0.357, 3.181, 5.159], [1.213, 3.988, 4.168], [1.032, 3.882, 5.112], [-5.071, -1.658, 1.533], [-4.985, -1.583, 2.474], [-2.801, -4.155, -3.280], [-1.265, -4.701, -3.539], [-2.258, -4.906, -3.370], [-1.438, 3.333, 0.804], [-1.839, 4.770, 0.142], [-2.128, 3.878, 0.451], [5.996, 1.044, 0.229], [6.576, 0.588, 1.600], [6.531, 0.369, 0.655], [0.814, -4.102, -4.864], [0.318, -2.763, -5.179], [0.287, -3.657, -5.549], [1.603, -1.684, -1.983], [1.073, -0.476, -2.877], [1.135, -0.920, -2.058], [1.405, -3.484, 1.914], [2.394, -2.293, 2.363], [1.774, -2.925, 2.621], [-4.871, 0.311, 4.378], [-4.229, 0.517, 5.843], [-4.217, 0.682, 4.928], [4.870, -0.862, 1.815], [3.914, -1.255, 0.695], [4.069, -1.370, 1.618], [-2.309, -1.894, 0.583], [-3.332, -1.332, 1.736], [-2.560, -1.267, 1.243], [6.086, -2.313, -2.545], [5.769, -1.037, -3.246], [5.583, -2.073, -3.309], [0.110, -0.331, 3.617], [0.598, -0.990, 4.118], [-1.335, -0.323, 1.292], [-0.359, 0.755, 1.656], [-0.347, -0.240, 1.572], [2.227, 1.383, 0.888], [2.520, -4.189, -2.551], [-5.225, -2.473, 2.864], [-2.538, 0.613, 0.173], [3.318, 2.897, -2.243], [0.856, -1.764, 3.376], [-5.859, -0.096, -0.668], [-6.327, -0.193, 0.228], [-6.484, 0.560, -1.147], [-2.601, -2.239, 5.636], [-1.846, -2.657, 6.044], [-2.487, -1.951, 4.743], [-1.874, -1.717, -3.243], [-2.346, -0.831, -3.421], [-0.973, -1.496, -3.035], [0.039, 1.387, 4.947], [-0.888, 1.331, 5.053], [0.437, 0.942, 5.689], [-6.077, 2.173, -0.197], [-6.130, 3.129, -0.084], [-5.264, 1.962, 0.269], [0.989, 2.427, -4.199], [1.575, 1.993, -3.631], [1.127, 3.349, -3.967], [-2.221, -3.077, -0.726], [-2.563, -4.015, -0.676], [-1.246, -3.279, -0.790]],
  "mulliken_charge": [0.235, 0.391, -0.693, 0.441, 0.315, -0.484, 0.307, 0.278, -0.595, 0.205, 0.274, -0.532, -0.037, 0.276, -0.148, 0.297, -0.501, -0.104, 1.358, 0.230, 0.440, -0.623, 0.316, 0.323, -0.668, 0.303, 0.299, -0.599, 0.262, 0.264, -0.482, 0.453, -0.630, 0.305, 0.324, -0.703, 0.386, 0.243, -0.672, 0.198, 0.218, -0.620, 0.335, 0.283, -0.636, 0.399, 0.402, -0.702, 0.286, 0.267, -0.633, 0.155, -0.351, 0.395, 0.272, -0.602, 0.155, -0.589, 0.301, 0.328, -0.577, 0.136, 0.324, -0.515, 0.384, 0.289, -0.647, 0.302, 0.297, -0.600, 0.069, 0.007, -0.229, 0.281, 0.425, -0.683, 0.266, 0.271, -0.568, 0.260, 0.218, -0.607, 0.163, 0.059, -0.033, 0.342, 0.325, -0.680, 0.205, -0.406, 0.138, 0.133, -0.362, 0.150, 0.210, 0.301, -0.339, 0.219, 0.408, -0.716, 0.320, 0.343, -0.621, 0.310, 0.291, -0.202, 0.361, 0.206, -0.677, 0.287, 0.277, -0.685, 0.305, 0.376, -0.657, 0.227, 0.312, -0.464, 0.389, 0.164]
}

R.
{
  "formula": "H80O40",
  "method": "wB97M-V/def2-TZVPD",
  "orbital_gap_ev": [9.66, 2.45],
  "total_charge": 1,
  "multiplicity": 2,
  "e_homo_ev": [-12.68, -12.68],
  "symbols": ["H", "H", "O", "H", "H", "O", "H", "H", "O", "H", "H", "O", "H", "H", "O", "H", "O", "H", "O", "H", "H", "O", "H", "H", "O", "H", "H", "O", "H", "H", "O", "H", "O", "H", "H", "O", "H", "H", "O", "H", "H", "O", "H", "H", "O", "H", "H", "O", "H", "H", "O", "H", "O", "H", "H", "O", "H", "O", "H", "H", "O", "H", "H", "O", "H", "H", "O", "H", "H", "O", "H", "H", "O", "H", "H", "O", "H", "H", "O", "H", "H", "O", "H", "H", "O", "H", "H", "O", "H", "O", "H", "H", "O", "H", "H", "H", "H", "H", "H", "O", "H", "H", "O", "H", "H", "O", "H", "H", "O", "H", "H", "O", "H", "H", "O", "H", "H", "O", "H", "H"],
  "positions_angstrom": [[1.333, -3.049, 4.303], [2.148, -3.972, 5.203], [2.079, -3.801, 4.153], [-3.705, 4.279, -0.492], [-3.591, 5.023, 0.614], [-4.338, 4.611, 0.206], [5.100, 1.304, -0.240], [3.607, 1.372, 0.378], [4.151, 1.160, -0.368], [-2.207, -2.741, -5.511], [-1.837, -3.103, -3.869], [-1.608, -2.664, -4.719], [-0.783, -0.884, -2.168], [-0.826, -1.659, -0.728], [-1.237, -0.957, -1.306], [-2.395, -2.868, 1.484], [-2.530, -3.785, 1.713], [0.942, -2.224, -5.456], [1.154, -3.076, -5.193], [2.470, 4.467, -1.753], [3.171, 3.195, -1.119], [3.182, 4.131, -1.204], [2.573, -4.166, 2.430], [3.036, -3.290, 1.276], [2.742, -4.199, 1.457], [0.892, -1.664, 0.354], [0.583, -2.939, -0.665], [0.323, -2.411, 0.190], [-5.827, -2.940, -2.218], [-4.563, -2.184, -2.389], [-5.421, -2.264, -2.793], [-1.313, 0.908, 6.210], [-0.770, 1.597, 5.875], [-0.306, 3.718, -3.508], [0.032, 4.845, -2.511], [-0.097, 4.632, -3.411], [-0.635, 0.284, 2.454], [-1.762, 1.177, 3.101], [-0.882, 0.916, 3.145], [-0.971, 2.882, -0.383], [-0.898, 1.917, 0.772], [-1.085, 2.808, 0.576], [-4.211, 0.731, -4.777], [-3.878, 2.271, -4.809], [-3.503, 1.347, -4.736], [5.257, -3.138, -1.250], [4.106, -2.205, -1.097], [4.777, -2.655, -0.560], [1.478, -1.058, -2.330], [1.314, 0.326, -1.686], [1.496, -0.569, -1.482], [-0.439, 1.111, -2.084], [0.191, 1.704, -2.416], [3.847, -4.893, -0.257], [2.801, -5.823, -0.625], [3.621, -5.459, -1.000], [3.325, -0.858, -2.715], [4.236, -0.853, -2.351], [2.071, 1.315, 0.851], [1.389, 2.389, 1.703], [2.091, 1.772, 1.722], [-2.557, -0.381, 0.767], [-1.067, -0.633, 0.880], [-1.846, -0.515, 1.366], [-5.306, -0.691, 2.959], [-4.762, -2.240, 2.979], [-4.558, -1.261, 3.054], [-2.050, 0.844, -4.822], [-1.194, -0.364, -4.846], [-1.104, 0.562, -4.784], [-4.800, 1.245, -1.308], [-5.525, 0.075, -1.994], [-4.690, 0.482, -1.884], [-3.180, 5.171, 2.672], [-2.110, 4.370, 1.883], [-2.657, 4.345, 2.687], [-2.684, -5.572, -0.936], [-2.457, -4.613, 0.045], [-2.553, -4.633, -0.955], [6.502, 0.069, -0.894], [6.160, 1.060, -2.035], [6.716, 0.905, -1.282], [1.173, -0.231, 6.050], [-0.015, -0.886, 5.476], [0.689, -1.077, 6.051], [2.420, 4.368, 3.273], [2.078, 3.023, 3.743], [1.644, 3.840, 3.475], [1.313, 3.067, -5.008], [1.485, 2.405, -4.343], [1.963, 0.661, -4.670], [1.269, -0.666, -4.396], [1.961, -0.133, -4.053], [0.338, 1.643, -3.348], [-1.771, -4.308, 2.039], [3.851, -0.444, -1.513], [1.842, -3.251, -4.601], [-1.308, 2.435, 5.598], [2.212, 2.700, -3.765], [0.433, 6.158, -0.496], [0.478, 6.865, 0.141], [1.388, 5.916, -0.399], [-0.075, -3.116, 3.079], [-0.567, -2.320, 3.077], [0.312, -3.292, 2.144], [1.726, -3.314, -2.075], [2.614, -3.710, -2.068], [0.939, -3.779, -2.022], [-4.116, 2.026, 0.149], [-4.419, 2.159, 1.066], [-3.693, 2.907, 0.166], [-3.047, -0.110, 4.883], [-2.772, 0.557, 4.306], [-2.987, -0.919, 4.371], [1.282, -0.710, 3.384], [1.409, -1.566, 3.846], [1.288, 0.156, 3.885], [1.762, 1.489, 4.918], [1.766, 1.963, 5.720], [0.960, 1.424, 4.371]],
  "mulliken_charge": [0.221, 0.362, -0.662, 0.388, 0.261, -0.598, 0.295, 0.060, -0.407, 0.263, 0.252, -0.520, -0.023, 0.445, -0.421, 0.288, -0.736, 0.326, -0.557, 0.318, 0.350, -0.656, 0.355, 0.251, -0.597, 0.003, -0.104, 0.058, 0.308, 0.308, -0.631, 0.294, -0.556, 0.349, 0.286, -0.648, 0.079, 0.086, -0.269, 0.186, -0.120, 0.053, 0.255, 0.270, -0.565, 0.342, 0.327, -0.647, -0.098, -0.118, 0.588, 0.116, -0.120, 0.391, 0.308, -0.660, 0.416, -0.809, 0.260, 0.314, -0.552, 0.033, -0.054, 0.339, 0.244, 0.287, -0.507, 0.444, 0.183, -0.580, 0.315, 0.281, -0.483, 0.317, 0.239, -0.578, 0.317, 0.315, -0.515, 0.339, 0.340, -0.687, 0.430, 0.316, -0.584, 0.305, 0.335, -0.611, 0.254, -0.732, 0.366, -0.098, -0.519, 0.185, 0.308, 0.385, 0.281, 0.313, 0.312, -0.574, 0.293, 0.271, -0.624, 0.298, 0.334, -0.496, 0.265, 0.176, -0.726, 0.283, 0.258, -0.621, 0.306, 0.312, 0.084, 0.235, 0.409, -0.747, 0.376, 0.099]
}

S.
{
  "formula": "H80O40",
  "method": "wB97M-V/def2-TZVPD",
  "orbital_gap_ev": [8.98, 2.76],
  "total_charge": 1,
  "multiplicity": 2,
  "e_homo_ev": [-12.33, -12.33],
  "symbols": ["H", "H", "O", "H", "H", "O", "H", "H", "O", "H", "H", "O", "H", "H", "O", "H", "O", "H", "O", "H", "H", "O", "H", "H", "O", "H", "H", "O", "H", "H", "O", "H", "O", "H", "H", "O", "H", "H", "O", "H", "H", "O", "H", "H", "O", "H", "H", "O", "H", "H", "O", "H", "O", "H", "H", "O", "H", "O", "H", "H", "O", "H", "H", "O", "H", "H", "O", "H", "H", "O", "H", "H", "O", "H", "H", "O", "H", "H", "O", "H", "H", "O", "H", "H", "O", "H", "H", "O", "H", "O", "H", "H", "O", "H", "H", "H", "H", "H", "H", "O", "H", "H", "O", "H", "H", "O", "H", "H", "O", "H", "H", "O", "H", "H", "O", "H", "H", "O", "H", "H"],
  "positions_angstrom": [[-4.605, 0.663, -3.344], [-6.128, 0.310, -3.059], [-5.320, 0.672, -2.697], [-1.317, -6.375, 1.314], [0.156, -6.786, 1.261], [-0.479, -6.174, 0.874], [2.612, -0.766, 4.419], [3.204, -1.561, 5.667], [2.432, -1.445, 5.110], [-3.068, 2.961, -4.129], [-4.115, 3.187, -3.186], [-3.736, 3.642, -3.954], [1.617, 0.339, -1.816], [2.674, -0.564, -2.101], [2.587, 0.334, -1.759], [1.445, 0.541, 3.531], [1.992, -0.041, 2.996], [-2.511, 2.805, 1.972], [-2.737, 1.866, 2.072], [-2.534, -2.063, -1.553], [-1.508, -2.787, -2.643], [-1.685, -2.097, -1.996], [-2.144, 3.212, 5.812], [-1.735, 2.038, 4.824], [-1.933, 2.281, 5.728], [-5.118, 1.027, -0.658], [-6.155, 0.576, 0.379], [-5.229, 0.838, 0.289], [-1.150, 3.512, -0.222], [-1.125, 4.087, 1.350], [-1.522, 3.478, 0.690], [-2.115, -0.012, -3.656], [-1.265, 0.374, -3.420], [-2.928, 0.003, -0.840], [-1.573, -0.173, -0.196], [-2.204, 0.570, -0.534], [0.217, -4.648, 3.252], [-0.888, -5.200, 4.302], [-0.720, -4.534, 3.608], [2.618, 2.396, -4.321], [3.129, 3.533, -3.506], [3.040, 2.574, -3.472], [-0.311, -0.376, 2.659], [-1.751, 0.497, 2.457], [-1.059, 0.098, 3.031], [-1.452, -4.543, -4.991], [-0.263, -4.890, -4.190], [-1.041, -4.319, -4.143], [-0.414, 1.962, 3.228], [0.528, 2.740, 2.549], [0.177, 2.724, 3.457], [-0.341, 0.981, 0.735], [0.557, 1.228, 0.502], [-1.869, -4.438, 0.246], [-2.562, -3.043, 0.666], [-2.494, -3.754, 0.015], [-0.776, -1.894, -0.245], [-0.506, -1.111, 0.246], [4.313, 4.979, -0.720], [4.649, 4.094, -1.743], [4.860, 4.174, -0.802], [-1.370, -2.132, 4.662], [-2.249, -0.878, 4.657], [-2.142, -1.744, 5.074], [0.429, 3.909, -4.456], [0.121, 3.367, -3.123], [0.718, 4.016, -3.536], [-4.286, -0.496, 0.875], [-2.865, -0.600, 1.117], [-3.603, -1.203, 1.008], [-0.743, 5.207, -1.952], [-1.759, 4.457, -2.500], [-1.224, 4.404, -1.689], [4.814, -1.747, -0.448], [4.502, -1.522, -1.952], [4.682, -2.245, -1.272], [1.918, 3.681, -1.566], [1.383, 2.142, -1.504], [1.218, 3.065, -1.310], [6.737, 1.989, -0.755], [5.694, 1.203, -0.177], [5.766, 1.958, -0.785], [0.748, 0.652, -5.936], [-0.270, 0.385, -4.950], [-0.220, 0.598, -5.908], [-5.513, -1.409, 2.089], [-6.075, -2.699, 1.553], [-6.192, -1.746, 1.497], [4.054, -3.710, -3.168], [3.692, -3.295, -3.975], [-1.156, 3.966, 3.510], [-2.039, 5.305, 3.021], [-1.275, 4.733, 2.894], [0.587, 2.207, 0.418], [2.066, 0.085, 2.026], [0.216, -0.499, 0.005], [-2.868, 1.524, 1.167], [-1.331, 0.629, -2.486], [2.863, -3.145, -3.491], [3.364, 0.145, 0.779], [3.567, -0.613, 1.320], [3.069, 0.519, -0.073], [0.207, -3.367, 5.496], [0.485, -2.441, 5.695], [-0.749, -3.432, 5.684], [0.043, -5.404, -2.108], [0.871, -5.710, -1.708], [-0.383, -5.218, -1.259], [2.013, -4.282, 3.438], [1.701, -3.397, 3.695], [2.895, -4.164, 3.817], [1.939, -2.541, -1.286], [2.861, -2.287, -1.044], [1.930, -3.382, -1.752], [4.971, -0.049, -2.560], [5.122, 0.835, -2.162], [5.030, 0.206, -3.500], [2.303, 5.483, -1.179], [1.934, 5.012, -0.389], [1.654, 6.170, -0.929]],
  "mulliken_charge": [0.282, 0.250, -0.553, 0.296, 0.265, -0.571, 0.364, 0.262, -0.577, 0.298, 0.331, -0.641, 0.001, 0.021, -0.167, 0.486, -0.809, 0.519, -0.630, 0.146, 0.108, -0.209, 0.298, 0.351, -0.652, 0.278, 0.285, -0.564, 0.097, 0.368, -0.575, 0.124, -0.359, 0.162, 0.005, -0.074, 0.536, 0.424, -0.348, 0.227, 0.257, -0.475, 0.023, 0.314, -0.308, 0.243, 0.276, -0.538, 0.118, 0.439, -0.833, -0.675, 1.604, 0.264, 0.239, -0.528, -0.053, -0.042, 0.309, 0.263, -0.589, 0.360, 0.315, -0.679, 0.302, 0.231, -0.494, 0.510, 0.208, -0.705, 0.245, 0.272, -0.545, 0.255, 0.486, -0.701, 0.127, 0.033, -0.059, 0.255, 0.227, -0.501, 0.328, 0.297, -0.622, 0.318, 0.296, -0.592, 0.361, -0.614, 0.317, 0.272, -0.674, -0.026, 0.375, 0.131, 0.198, 0.110, 0.238, -0.761, 0.223, 0.213, -0.347, 0.361, 0.379, -0.485, 0.264, 0.194, -0.723, 0.280, 0.352, -0.390, 0.333, 0.079, -0.663, 0.292, 0.324, -0.713, 0.256, 0.312]
}

Which one is the least stable? From the structures above, P.